{"formula": "C20H40BCl32F2NO5P2", "method": "the ωB97M-V functional and the def2-TZVPD basis", "orbital_gap_ev": 9.5994, "total_energy_ev": -458526.13941, "e_lumo_ev": 0.0, "species": ["C", "C", "O", "B", "O", "P", "P", "O", "N", "C", "O", "F", "C", "O", "F", "H", "H", "H", "H", "H", "H", "H", "H", "C", "Cl", "Cl", "H", "H", "C", "Cl", "Cl", "H", "H", "C", "Cl", "Cl", "H", "H", "C", "Cl", "Cl", "H", "H", "C", "Cl", "Cl", "H", "H", "C", "Cl", "Cl", "H", "H", "C", "Cl", "Cl", "H", "H", "C", "Cl", "Cl", "H", "H", "C", "Cl", "Cl", "H", "H", "C", "Cl", "Cl", "H", "H", "C", "Cl", "Cl", "H", "H", "C", "Cl", "Cl", "H", "H", "C", "Cl", "Cl", "H", "H", "C", "Cl", "Cl", "H", "H", "C", "Cl", "Cl", "H", "H", "C", "Cl", "Cl", "H", "H"], "coordinates": [[-2.171, 1.041, 0.038], [-2.083, 0.335, -1.317], [-1.245, -0.845, -1.304], [-0.251, -0.844, -2.229], [-0.239, -1.705, -3.282], [1.120, 0.566, -1.926], [2.998, -0.528, -1.614], [4.166, 0.124, -2.252], [1.334, 1.284, -3.547], [2.102, 0.688, -4.541], [2.605, 1.237, -5.460], [2.186, -0.644, -4.371], [1.589, 2.697, -3.506], [2.398, 3.265, -2.876], [0.707, 3.330, -4.297], [-3.225, 1.080, 0.322], [-1.615, 0.502, 0.811], [-1.754, 2.047, -0.055], [-1.740, 1.046, -2.083], [-3.067, -0.012, -1.649], [0.617, -2.103, -3.490], [2.791, -1.869, -2.008], [3.062, -0.606, -0.212], [0.939, 6.944, -3.040], [0.068, 8.218, -3.899], [0.459, 6.842, -1.337], [0.719, 5.993, -3.509], [1.999, 7.162, -3.080], [-0.555, -3.203, 1.643], [0.972, -2.941, 0.785], [-1.158, -1.736, 2.421], [-1.301, -3.551, 0.938], [-0.374, -3.943, 2.413], [-6.254, -0.303, -1.323], [-5.318, -1.130, -2.578], [-5.435, -0.284, 0.244], [-6.425, 0.719, -1.637], [-7.193, -0.832, -1.204], [4.288, -5.453, 0.214], [3.656, -4.077, -0.690], [3.008, -6.362, 1.029], [4.798, -6.113, -0.476], [4.969, -5.073, 0.967], [-7.490, -2.686, -5.173], [-9.180, -2.464, -4.695], [-7.134, -4.359, -5.616], [-7.292, -2.055, -6.031], [-6.867, -2.411, -4.331], [3.116, 8.883, 0.048], [3.132, 10.120, 1.318], [3.697, 9.501, -1.502], [3.753, 8.062, 0.353], [2.095, 8.550, -0.080], [-4.437, -4.371, 2.981], [-2.991, -4.435, 3.999], [-4.387, -3.113, 1.734], [-4.515, -5.325, 2.473], [-5.288, -4.178, 3.623], [5.245, 7.163, 3.187], [6.929, 7.481, 3.613], [5.093, 6.004, 1.857], [4.739, 6.751, 4.053], [4.786, 8.096, 2.878], [3.921, -2.973, 3.933], [2.217, -2.591, 4.195], [4.485, -2.494, 2.323], [4.506, -2.437, 4.670], [4.054, -4.044, 4.035], [-2.808, -8.134, 0.855], [-4.240, -7.689, 1.799], [-2.033, -6.715, 0.135], [-2.099, -8.609, 1.518], [-3.113, -8.806, 0.063], [4.657, 2.257, 1.550], [4.841, 0.515, 1.823], [3.638, 2.621, 0.158], [4.200, 2.689, 2.433], [5.640, 2.678, 1.377], [0.192, 4.918, 2.282], [1.918, 5.186, 2.554], [-0.102, 3.761, 0.976], [-0.245, 4.526, 3.193], [-0.265, 5.865, 2.015], [1.806, 8.773, 5.322], [1.876, 7.009, 5.424], [0.689, 9.320, 4.067], [1.471, 9.168, 6.273], [2.798, 9.138, 5.082], [5.526, -0.491, -6.699], [6.489, 0.225, -7.999], [5.150, -2.193, -7.011], [6.092, -0.429, -5.778], [4.595, 0.057, -6.615], [-8.352, -1.325, 4.104], [-7.644, -0.390, 2.783], [-8.664, -3.006, 3.649], [-7.667, -1.310, 4.943], [-9.300, -0.876, 4.371], [-1.845, -12.218, 0.911], [-2.803, -11.262, 2.053], [-1.298, -11.266, -0.474], [-0.973, -12.594, 1.431], [-2.462, -13.031, 0.548]]}